--- 1 ---
Entry from the OMol25 dataset: a 6-piece molecular cluster, C6H21NO6 overall (wB97M-V/def2-TZVPD).

Structure (XYZ):
```
34
Properties=species:S:1:pos:R:3
C 0.27857 -2.83901 1.08366
C -0.15004 -1.49538 0.48093
C 0.41486 -0.33704 0.85867
N 1.41413 -0.33977 1.87342
C -1.34759 -1.39819 -0.40335
C -2.54854 -0.55421 0.08786
C -2.92944 0.73143 -0.61668
O -2.36419 1.35218 -1.50158
H 0.04178 -3.74462 0.50815
H -0.21575 -2.97265 2.02763
H 1.34273 -2.82467 1.40936
H 0.16708 0.65925 0.47314
H 1.78743 -1.16124 2.30977
H 2.11207 0.33545 1.62055
H -1.73426 -2.40418 -0.50198
H -1.03281 -1.07432 -1.42327
H -3.39001 -1.25409 0.09174
H -2.17147 -0.15747 1.03394
H -3.62514 1.39155 -0.08199
O 0.06346 1.61294 -2.61584
H 0.34050 2.22727 -1.89027
H -0.85360 1.36128 -2.28683
O 3.09127 1.84319 -1.14600
H 3.94787 1.83231 -0.71703
H 2.91027 1.05024 -1.69895
O 1.07315 3.48584 -0.98992
H 1.15801 4.26077 -1.54086
H 1.88835 2.99476 -0.76963
O -1.71806 -0.74473 4.06281
H -0.99351 -0.09665 4.10000
H -1.51840 -1.03918 3.15706
O 1.85242 -0.23383 -2.50555
H 1.61546 -0.85675 -1.81242
H 1.09339 0.38951 -2.67654
```

The HOMO energy is -8.479 eV. Its lowest unoccupied orbital energy is 0.4 eV. As for the frontier orbital gap: 8.92 eV. Its SMILES is C/C(=C\N)CCC=O.O.O.O.O.O.

=====

--- 2 ---
Entry from the OMol25 dataset: a 6-piece molecular cluster, C6H21NO6 overall (wB97M-V/def2-TZVPD).

Structure (XYZ):
```
34
Properties=species:S:1:pos:R:3
C 0.65072 -3.62738 -0.68450
C 0.38411 -2.35001 -0.80513
C 1.07858 -1.54760 -1.86831
C 0.64071 -0.10059 -2.05964
C 1.69829 0.55604 -3.00988
O 1.08914 1.04106 -3.98107
N 0.65401 0.79206 -0.92136
C 0.27230 2.15558 -1.15142
H 1.59754 -4.17224 -1.16530
H 0.19461 -4.15452 0.17735
H -0.31148 -1.66126 -0.25722
H 0.75921 -2.03169 -2.80670
H 2.21589 -1.45968 -1.78876
H -0.31444 -0.02252 -2.67842
H 2.71457 0.58306 -2.78598
H 1.43324 0.46220 -0.34869
H -0.81876 2.00217 -1.41805
H 0.39048 2.76002 -0.29948
H 0.91661 2.67244 -1.93229
O -2.90585 1.29369 -1.19739
H -2.87954 0.44498 -1.59589
H -3.67808 1.19438 -0.62198
O 2.13878 1.08636 3.68736
H 2.02184 0.15906 3.65398
H 1.52967 1.44244 4.29980
O -0.98071 1.10477 1.56508
H -1.61171 1.19358 0.82057
H -0.18137 0.99693 1.14084
O -0.09953 0.35377 3.92083
H -0.49206 0.68105 3.11149
H -0.85719 -0.01941 4.33307
O -2.70541 -0.80085 2.00299
H -2.07195 -1.18776 2.73480
H -2.47220 0.15988 1.92930
```

The HOMO energy is -8.806 eV. Its lowest unoccupied orbital energy is 0.2 eV. As for the frontier orbital gap: 9.01 eV. Its SMILES is C=CC[C@H](C=O)NC.O.O.O.O.O.

=====

It comes down to 1, which is 65.6 kcal/mol more stable than the next structure.

=====

--- 1 ---
Entry from the OMol25 dataset: C3H4FN3O in the gas phase (wB97M-V/def2-TZVPD).

Structure (XYZ):
```
12
Properties=species:S:1:pos:R:3
O -2.30806 -0.15776 -0.63817
C -1.31466 0.53967 0.28034
C 0.08094 0.04125 0.15531
N 0.35572 -1.16627 0.14497
N 1.68159 -1.23321 -0.10195
N 2.26519 -0.06510 -0.25221
C 1.20186 0.76624 -0.04280
F 1.12134 2.12036 -0.20632
H -2.42342 -0.94235 0.15190
H -1.16595 1.67342 -0.09385
H -1.62368 0.45860 1.36115
H 2.12913 -2.03486 -0.75837
```

The HOMO energy is -10.229 eV. Its lowest unoccupied orbital energy is 0.6 eV. As for the frontier orbital gap: 10.87 eV. Its SMILES is OCc1n[nH]nc1F.

=====

--- 2 ---
Entry from the OMol25 dataset: C3H4FN3O in the gas phase (wB97M-V/def2-TZVPD).

Structure (XYZ):
```
12
Properties=species:S:1:pos:R:3
N 2.61750 -0.77824 0.09721
N 1.99860 0.50322 -0.04077
C 0.71916 0.33164 -0.05528
N -0.08171 -0.75516 -0.15823
C -1.39923 -0.29208 -0.04065
F -2.54725 -1.02904 0.09366
C -1.44281 1.00397 0.05730
O -0.09806 1.48375 0.01130
H 3.04340 -0.70096 1.07189
H 3.33554 -1.18670 -0.63851
H 0.49285 -1.59660 -0.30056
H -2.16546 1.82562 -0.12192
```

The HOMO energy is -8.376 eV. Its lowest unoccupied orbital energy is 0.8 eV. As for the frontier orbital gap: 9.17 eV. Its SMILES is N/N=c1\[nH]c(F)co1.

=====

It comes down to 2, which is 7.1 kcal/mol more stable than the next structure.

=====

--- 1 ---
Entry from the OMol25 dataset: C7H11N in the gas phase (wB97M-V/def2-TZVPD).

Structure (XYZ):
```
19
Properties=species:S:1:pos:R:3
C 0.67700 -2.47650 -0.10157
C -0.02136 -1.16832 -0.34042
C -0.50964 -0.85182 -1.59769
N -0.80535 0.49748 -1.58132
C -0.56045 0.99166 -0.32389
C -0.45599 2.49531 -0.07971
C 0.00883 0.01555 0.44984
C 0.48691 0.16395 1.87054
H 0.09519 -3.32021 -0.48531
H 0.87729 -2.65284 0.95542
H 1.61830 -2.55253 -0.63674
H -0.70740 -1.50808 -2.42434
H -1.23755 1.15419 -2.22070
H -0.48195 2.98043 -1.05408
H 0.45370 2.72858 0.46374
H -1.30883 2.82859 0.51525
H 0.31708 -0.75879 2.41417
H 1.55656 0.39729 1.87711
H -0.00235 1.03609 2.29970
```

The HOMO energy is -7.631 eV. Its lowest unoccupied orbital energy is 1.0 eV. As for the frontier orbital gap: 8.67 eV. Its SMILES is Cc1c[nH]c(C)c1C.

=====

--- 2 ---
Entry from the OMol25 dataset: C7H11N in the gas phase (wB97M-V/def2-TZVPD).

Structure (XYZ):
```
19
Properties=species:S:1:pos:R:3
C -1.08103 0.66103 1.59691
C -0.37059 1.82253 0.65258
C -0.26505 0.80395 -0.45816
C -0.02741 -0.03148 0.79543
C 0.34927 -1.30164 -0.02654
C 1.64992 -0.75381 -0.76599
C -0.28189 -1.19985 -1.43929
H -1.19652 0.86082 2.71317
H -1.94902 0.25876 1.13628
H -1.30194 2.51620 0.88914
H 0.69228 2.00071 1.11533
H -1.19349 0.98199 -1.02755
H 1.01842 0.38430 1.17675
H 0.44620 -2.25646 0.34787
H 1.92474 -1.62878 -1.44747
H 2.37542 -0.34490 -0.06908
H -0.04502 -1.85069 -2.14173
H -1.33586 -0.90792 -1.40822
N 0.59157 -0.01477 -1.63941
```

The HOMO energy is -8.139 eV. Its lowest unoccupied orbital energy is 1.1 eV. As for the frontier orbital gap: 9.23 eV.

=====

It comes down to 1, which is 186.0 kcal/mol more stable than the next structure.